1.
Computed, not measured: a molecular structure, C31H53F3MgO15S, with ωB97M-V/def2-TZVPD.

Values from the calculation:
largest force on an atom	0.1107	hartree/bohr
HOMO	-7.4	eV
energy above the lowest of the compared OMol25 structures with the same formula, charge and spin	4.9	kcal/mol
multiplicity	1

Geometry as XYZ:
```
104
Properties=species:S:1:pos:R:3:mulliken_charge:R:1
Mg 32.60 -7.12 -10.50 1.479
C 35.85 -6.63 -8.02 -1.063
C 35.16 -5.64 -8.94 -0.581
O 33.98 -6.06 -9.60 -0.580
H 36.82 -6.55 -7.51 0.379
H 36.05 -7.57 -8.54 0.236
H 35.10 -6.90 -7.28 0.198
H 35.96 -5.12 -9.46 0.317
H 34.88 -4.90 -8.19 0.266
C 31.86 -3.02 -11.74 0.440
F 33.21 -2.90 -11.89 -0.186
F 31.65 -2.98 -10.45 -0.094
F 31.22 -2.00 -12.38 -0.131
S 31.32 -4.76 -12.55 1.292
O 29.83 -4.76 -12.56 -0.577
O 31.95 -4.80 -13.84 -0.332
O 31.84 -5.78 -11.52 -0.527
C 24.67 -6.37 -11.28 -0.763
C 25.80 -5.83 -10.31 -0.375
C 26.71 -5.12 -11.24 0.710
O 25.79 -4.60 -12.18 -0.536
C 24.72 -5.43 -12.56 -0.393
H 23.75 -6.13 -10.75 0.288
H 24.64 -7.46 -11.35 0.368
H 26.32 -6.67 -9.85 0.251
H 25.36 -5.17 -9.56 0.311
H 27.44 -5.76 -11.75 -0.547
H 27.17 -4.23 -10.81 0.237
H 24.95 -6.07 -13.42 0.210
H 23.83 -4.81 -12.68 0.336
C 29.83 -2.06 -16.13 -0.665
C 29.48 -0.57 -16.36 -0.587
C 30.76 -0.02 -16.99 -0.424
O 31.74 -0.78 -16.13 -0.350
C 31.30 -2.11 -15.86 0.589
H 29.55 -2.68 -16.98 0.369
H 29.39 -2.46 -15.22 0.180
H 29.49 -0.14 -15.36 0.154
H 28.58 -0.28 -16.90 0.462
H 30.88 1.02 -16.69 0.203
H 30.74 -0.15 -18.07 0.344
H 31.45 -2.43 -14.83 -0.700
H 31.71 -2.85 -16.55 0.356
C 34.87 -1.74 -14.54 1.816
C 35.58 -0.90 -15.51 -0.637
C 36.47 -1.96 -16.21 -0.628
O 36.44 -3.12 -15.33 -0.558
C 35.31 -3.16 -14.52 -0.473
H 33.80 -1.70 -14.74 -1.241
H 34.88 -1.40 -13.50 0.109
H 36.33 -0.28 -15.02 0.269
H 34.92 -0.15 -15.94 0.258
H 37.45 -1.59 -16.50 0.360
H 36.00 -2.34 -17.12 0.269
H 35.48 -3.48 -13.49 0.236
H 34.47 -3.77 -14.85 0.197
O 34.32 1.86 -11.32 -0.662
C 33.59 1.61 -12.30 0.264
O 33.61 2.31 -13.41 -0.365
C 32.74 1.69 -14.36 0.201
C 31.68 1.00 -13.48 0.269
C 32.51 0.48 -12.38 0.383
H 33.31 1.06 -15.05 -0.289
H 32.40 2.32 -15.18 0.363
H 31.01 0.31 -14.01 -0.526
H 31.00 1.66 -12.94 0.319
H 33.09 -0.35 -12.79 -0.528
H 32.18 0.30 -11.36 0.524
O 33.72 -7.84 -12.12 -0.839
C 34.36 -8.05 -13.12 0.100
O 34.95 -9.20 -13.27 -0.428
C 35.80 -9.40 -14.43 -0.322
C 35.44 -8.15 -15.30 -0.686
C 34.57 -7.24 -14.39 0.350
H 35.50 -10.38 -14.81 0.254
H 36.79 -9.40 -13.98 0.242
H 34.79 -8.47 -16.12 0.275
H 36.24 -7.52 -15.67 0.358
H 33.61 -6.98 -14.85 0.314
H 35.15 -6.36 -14.11 -0.074
O 31.16 -6.64 -8.99 -0.734
C 30.45 -5.93 -8.31 0.241
O 29.97 -6.22 -7.15 -0.474
C 28.73 -5.39 -6.80 -0.544
C 28.56 -4.59 -8.11 -0.124
C 29.99 -4.50 -8.68 0.511
H 29.03 -4.82 -5.92 0.312
H 27.96 -6.11 -6.52 0.298
H 28.30 -3.62 -7.70 0.450
H 27.82 -5.09 -8.74 -0.296
H 30.68 -3.73 -8.35 0.395
H 29.83 -4.48 -9.76 -0.533
O 30.98 -8.15 -11.17 0.217
C 29.97 -8.69 -11.64 0.025
O 29.75 -10.07 -11.48 -0.350
C 28.62 -10.46 -12.25 -0.581
C 28.39 -9.28 -13.27 -0.892
C 28.96 -8.09 -12.64 0.748
H 27.73 -10.53 -11.63 0.266
H 28.72 -11.43 -12.73 0.399
H 27.35 -9.01 -13.43 0.361
H 28.85 -9.35 -14.26 0.354
H 28.16 -7.68 -12.03 -0.527
H 29.27 -7.39 -13.42 0.441
```

***

2.
Computed, not measured: a single C31H53N5O9 molecule, with ωB97M-V/def2-TZVPD.

Values from the calculation:
largest force on an atom	0.0300	hartree/bohr
HOMO	-9.1	eV
energy above the lowest of the compared OMol25 structures with the same formula, charge and spin	0.0	kcal/mol
multiplicity	1

Geometry as XYZ:
```
98
Properties=species:S:1:pos:R:3:nbo_charge:R:1
C -4.91 -5.45 -0.03 -0.641
H -4.35 -5.80 -0.90 0.215
H -5.85 -5.03 -0.38 0.208
H -5.13 -6.31 0.61 0.218
C -4.09 -4.42 0.74 0.275
C -2.78 -5.04 1.23 -0.613
H -2.20 -4.31 1.78 0.220
H -2.98 -5.89 1.88 0.209
H -2.19 -5.38 0.38 0.213
C -4.89 -3.89 1.94 -0.646
H -5.90 -3.60 1.66 0.208
H -4.97 -4.67 2.70 0.218
H -4.39 -3.03 2.38 0.229
O -3.66 -3.35 -0.11 -0.571
C -4.64 -2.59 -0.77 -0.058
H -4.89 -3.03 -1.74 0.185
H -5.55 -2.49 -0.16 0.197
C -4.05 -1.19 -0.98 -0.111
N -2.89 -1.27 -1.83 -0.629
C -2.32 -0.12 -2.30 0.911
O -2.90 0.94 -2.33 -0.665
O -1.08 -0.37 -2.74 -0.534
C -0.32 0.66 -3.42 0.266
C -0.03 1.82 -2.47 -0.637
H 0.57 1.48 -1.63 0.193
H 0.52 2.60 -2.99 0.215
H -0.95 2.24 -2.08 0.256
C -1.08 1.15 -4.66 -0.645
H -1.98 1.67 -4.37 0.241
H -0.44 1.82 -5.23 0.215
H -1.34 0.30 -5.29 0.213
C 0.97 -0.04 -3.82 -0.609
H 1.65 0.67 -4.29 0.215
H 0.76 -0.85 -4.52 0.216
H 1.46 -0.46 -2.94 0.207
H -2.28 -2.05 -1.65 0.417
C -3.68 -0.61 0.35 0.476
N -4.44 -0.36 1.36 -0.309
N -3.65 0.15 2.33 -0.296
C -2.45 0.18 1.85 0.445
O -2.40 -0.30 0.60 -0.410
C -1.21 0.74 2.48 -0.094
N -0.12 0.62 1.55 -0.635
C 0.94 -0.20 1.75 0.704
O 1.06 -0.89 2.74 -0.629
C 1.95 -0.15 0.61 -0.312
C 2.66 1.21 0.59 -0.409
H 3.16 1.37 1.55 0.215
C 3.70 1.23 -0.53 -0.208
N 4.64 0.15 -0.37 -0.457
C 5.91 0.42 0.02 0.907
O 6.35 1.55 0.11 -0.675
O 6.61 -0.71 0.26 -0.543
C 8.00 -0.64 0.65 0.277
C 8.83 0.03 -0.45 -0.645
H 8.68 -0.49 -1.39 0.210
H 9.88 0.00 -0.18 0.212
H 8.52 1.07 -0.57 0.244
C 8.41 -2.10 0.81 -0.614
H 9.45 -2.16 1.11 0.213
H 7.79 -2.58 1.57 0.214
H 8.28 -2.63 -0.13 0.213
C 8.14 0.11 1.98 -0.645
H 7.52 -0.36 2.74 0.210
H 9.18 0.08 2.30 0.211
H 7.84 1.15 1.86 0.243
C 4.04 -1.16 -0.35 -0.215
H 3.56 -1.33 -1.32 0.181
C 3.00 -1.26 0.77 -0.393
H 3.48 -1.15 1.74 0.219
H 2.51 -2.23 0.74 0.220
H 4.82 -1.91 -0.21 0.239
H 3.21 1.13 -1.51 0.183
H 4.27 2.17 -0.51 0.249
H 1.95 2.02 0.44 0.216
H 1.41 -0.30 -0.33 0.210
H -0.21 1.18 0.71 0.432
H -0.95 0.18 3.38 0.272
C -1.49 2.22 2.81 -0.489
C -2.02 2.89 1.55 0.821
O -1.46 2.82 0.48 -0.646
O -3.16 3.50 1.80 -0.507
C -3.97 4.10 0.75 0.267
C -3.18 5.18 0.01 -0.643
H -2.36 4.73 -0.55 0.239
H -3.83 5.69 -0.69 0.216
H -2.77 5.90 0.71 0.211
C -4.47 3.01 -0.20 -0.655
H -4.97 2.23 0.37 0.221
H -5.18 3.44 -0.90 0.217
H -3.65 2.57 -0.76 0.251
C -5.14 4.72 1.51 -0.616
H -5.66 3.95 2.07 0.222
H -5.83 5.19 0.82 0.214
H -4.77 5.47 2.21 0.213
H -2.23 2.30 3.60 0.248
H -0.56 2.70 3.12 0.242
H -4.79 -0.53 -1.46 0.252
```

***

3.
Computed, not measured: a molecular structure, C31H53N7O4PRbSe3Te, with ωB97M-V/def2-TZVPD.

Values from the calculation:
largest force on an atom	0.0201	hartree/bohr
net charge	-2
HOMO	-0.3	eV
energy above the lowest of the compared OMol25 structures with the same formula, charge and spin	29.8	kcal/mol
multiplicity	1

Geometry as XYZ:
```
101
Properties=species:S:1:pos:R:3:mulliken_charge:R:1
Rb 0.82 1.24 -0.20 0.032
Se -0.13 0.57 -4.73 -0.664
Se 1.07 2.53 -4.96 -0.422
Te 0.03 3.50 -2.85 0.422
Se 1.00 5.77 -2.51 -0.856
C 4.51 3.18 -1.49 -1.101
C 4.46 2.59 -0.14 -0.148
N 3.44 1.96 0.38 0.550
C 3.80 1.58 1.64 0.566
C 5.09 2.00 1.90 0.008
N 5.49 2.63 0.75 0.086
C 6.05 1.88 3.06 0.601
O 5.55 1.44 4.13 -0.793
O 7.21 2.22 2.84 -0.760
C 2.88 0.79 2.48 -0.383
O 3.23 0.57 3.73 -0.654
O 1.84 0.33 2.04 -0.059
H 3.51 3.21 -1.91 0.091
H 5.15 2.58 -2.15 0.270
H 4.91 4.19 -1.47 0.372
H 6.41 3.03 0.66 0.205
H 4.20 0.96 3.96 0.464
N 4.23 -1.06 -0.19 -0.502
H 4.86 -0.34 0.15 0.154
H 4.67 -1.48 -1.00 0.210
H 4.16 -1.76 0.54 0.204
C 1.21 6.53 1.15 -0.636
N 0.76 5.63 2.17 0.019
C 1.14 5.93 3.53 -1.044
C 0.33 4.43 1.89 0.492
N -0.13 3.39 1.71 -0.440
H 0.77 7.52 1.31 0.325
H 0.93 6.18 0.15 -0.097
H 2.30 6.64 1.16 0.328
H 0.69 6.89 3.83 0.319
H 2.23 6.02 3.62 0.324
H 0.79 5.15 4.20 0.353
C -3.77 1.49 -1.52 -0.470
C -3.39 2.86 -1.11 -0.116
N -2.19 3.28 -0.83 0.287
C -2.29 4.60 -0.54 -0.054
C -3.59 5.00 -0.64 -0.945
N -4.29 3.88 -1.01 0.027
H -2.88 0.85 -1.44 -0.223
H -4.11 1.46 -2.56 0.331
H -4.56 1.10 -0.88 0.376
H -1.42 5.17 -0.29 0.215
H -4.06 5.95 -0.52 0.411
H -5.28 3.82 -1.18 0.176
C -4.39 -3.85 -2.62 -0.628
C -4.60 -3.43 -1.16 -1.061
C -3.58 -2.37 -0.73 -0.079
C -2.20 -2.74 -1.25 0.247
C -2.20 -2.64 -2.79 -0.703
C -3.61 -2.78 -3.38 -0.867
P -0.83 -1.63 -0.57 0.037
C 0.70 -2.70 -0.73 0.394
C 1.29 -2.54 -2.14 -0.307
C 2.39 -3.57 -2.37 -0.840
C 1.83 -5.00 -2.41 -0.937
C 0.55 -5.11 -1.56 -0.425
C 0.61 -4.19 -0.35 -1.029
C -1.04 -1.69 1.31 1.015
C -1.48 -3.00 1.99 -0.922
C -2.28 -2.73 3.27 -0.893
C -1.60 -1.60 4.04 -0.813
C -1.70 -0.28 3.26 -0.671
C -1.91 -0.52 1.76 -0.642
H -5.36 -4.03 -3.11 0.425
H -3.84 -4.79 -2.67 0.309
H -4.53 -4.30 -0.51 0.323
H -5.61 -3.03 -1.03 0.489
H -3.60 -2.30 0.36 -0.235
H -3.87 -1.39 -1.13 -0.109
H -2.00 -3.78 -0.96 0.404
H -1.58 -3.44 -3.21 0.214
H -1.77 -1.69 -3.12 -0.064
H -3.53 -3.06 -4.43 0.479
H -4.15 -1.83 -3.33 0.249
H 1.40 -2.20 -0.04 0.284
H 1.70 -1.54 -2.25 0.424
H 0.51 -2.66 -2.90 0.100
H 3.12 -3.48 -1.56 0.206
H 2.91 -3.35 -3.31 0.478
H 2.58 -5.70 -2.04 0.341
H 1.60 -5.28 -3.44 0.317
H 0.42 -6.14 -1.23 0.556
H -0.31 -4.84 -2.17 -0.088
H 1.49 -4.46 0.25 0.467
H -0.27 -4.37 0.26 0.338
H -0.02 -1.44 1.64 0.471
H -0.60 -3.57 2.27 0.319
H -2.08 -3.62 1.32 0.152
H -2.32 -3.64 3.87 0.526
H -3.31 -2.44 3.04 0.282
H -0.55 -1.87 4.17 0.322
H -2.04 -1.49 5.03 0.480
H -0.79 0.29 3.39 0.105
H -2.53 0.32 3.65 0.477
H -1.64 0.38 1.21 -0.051
H -2.97 -0.73 1.56 0.284
```

***

> Look up the largest force on an atom of the third one.

0.0201 hartree/bohr

***

> Which value of multiplicity does entry 2 give?

1

***

> The lowest largest force on an atom belongs to which entry?

C31H53N7O4PRbSe3Te